Density functional theory data (the ωB97M-V functional and the def2-TZVPD basis) for one molecule with the formula C6H10ClN in a non-equilibrium geometry.

Values from the calculation:
LUMO energy, Ha: 0.026
Largest force on an atom, eV Å⁻¹: 5.2
Orbital gap, eV: 9.523
Relative energy (zero: lowest compared OMol25 entry of this formula, charge and spin), kJ/mol: 269.9
SMILES: C=C(Cl)C(=C)[C@@H](C)N

CARTESIAN COORDINATES (ANGSTROEM)
N (1.18, -1.62, -0.88)
H (1.57, -1.32, 2.12)
C (-2.06, 0.90, 0.77)
C (-1.28, 0.15, -0.07)
H (-0.12, -1.34, 1.57)
H (-0.54, 2.19, -1.54)
H (1.56, -1.32, -1.93)
H (-3.14, 0.57, 0.99)
H (0.38, -2.26, -1.14)
H (-1.47, 1.88, 0.76)
C (0.01, 0.45, -0.62)
Cl (-2.07, -1.32, -0.63)
H (0.53, 0.20, 1.88)
H (1.21, 2.21, -1.36)
C (0.82, -0.74, 1.50)
H (2.06, 0.16, -0.15)
C (0.27, 1.64, -1.22)
C (1.09, -0.44, -0.04)


Density functional theory data (the ωB97M-V functional and the def2-TZVPD basis) for a 2-piece molecular cluster, C4H14N2 overall in a non-equilibrium geometry.

Values from the calculation:
LUMO energy, Ha: 0.036
Largest force on an atom, eV Å⁻¹: 4.9
Orbital gap, eV: 9.892
Relative energy (zero: lowest compared OMol25 entry of this formula, charge and spin), kJ/mol: 191.3
SMILES: CCN.CNC

CARTESIAN COORDINATES (ANGSTROEM)
C (1.05, 1.16, -3.28)
N (0.63, 1.15, -5.73)
H (-0.11, -0.31, -4.17)
H (-0.87, 1.39, -4.45)
H (-0.30, 0.83, 5.54)
N (0.11, -0.83, 4.22)
H (0.43, -0.59, 3.35)
H (1.11, 2.21, -3.12)
C (0.10, 0.79, -4.41)
C (-0.58, -2.21, 4.05)
H (0.76, 0.66, -2.38)
H (-1.53, -2.23, 4.68)
H (2.15, 0.96, -3.52)
H (-1.74, -0.19, 5.32)
C (-0.86, 0.15, 4.71)
H (1.59, 0.91, -5.79)
H (0.16, -2.90, 4.52)
H (-0.75, -2.41, 3.00)
H (-1.36, 0.84, 3.86)
H (0.02, 0.61, -6.41)


Density functional theory data (the ωB97M-V functional and the def2-TZVPD basis) for an isolated ion of composition C2H3ClN and charge +1 in a non-equilibrium geometry.

Values from the calculation:
Net charge: +1
LUMO energy, Ha: -0.172
Largest force on an atom, eV Å⁻¹: 9.7
Orbital gap, eV: 10.087
Relative energy (zero: lowest compared OMol25 entry of this formula, charge and spin), kJ/mol: 102.1
SMILES: [NH3+]C#CCl

CARTESIAN COORDINATES (ANGSTROEM)
Cl (1.59, -2.40, -1.40)
C (0.88, -1.24, -0.64)
H (-1.53, 0.46, 0.58)
H (-0.05, 1.03, 1.44)
N (-0.52, 0.81, 0.43)
C (0.10, -0.31, -0.24)
H (-0.48, 1.65, -0.17)


Density functional theory data (the ωB97M-V functional and the def2-TZVPD basis) for one molecule with the formula C8H22N2OSi in a non-equilibrium geometry.

Values from the calculation:
LUMO energy, Ha: 0.027
Largest force on an atom, eV Å⁻¹: 2.7
Orbital gap, eV: 9.240
Relative energy (zero: lowest compared OMol25 entry of this formula, charge and spin), kJ/mol: 9.1
SMILES: CO[Si](C)(C)CCCNCCN

CARTESIAN COORDINATES (ANGSTROEM)
H (-1.50, -3.27, 1.38)
H (-2.28, -0.11, 2.35)
H (-0.82, 1.21, -3.73)
H (-2.17, 1.61, -2.79)
C (-0.28, 1.49, -1.74)
C (1.78, -0.80, -0.47)
H (0.89, -1.23, -1.02)
H (2.47, -0.79, 1.77)
C (-0.55, -2.91, 1.00)
C (1.77, -1.31, 1.04)
H (-2.45, 1.29, 1.28)
H (-0.68, -2.74, -0.07)
C (1.76, 0.79, -0.67)
H (1.37, 0.68, -2.75)
H (0.55, -0.12, 3.71)
N (-0.94, 3.26, -3.29)
H (2.71, 1.23, -0.65)
C (-1.10, 1.86, -2.91)
C (0.19, -1.13, 3.61)
O (-0.83, 0.03, 1.02)
N (1.18, 1.31, -1.96)
H (0.21, -3.65, 1.21)
H (-0.26, 2.39, -1.09)
H (-0.66, 0.64, -1.18)
C (-2.13, 0.24, 1.37)
H (2.62, -1.27, -0.93)
H (0.00, 3.31, -3.78)
H (1.90, -2.37, 1.09)
H (-1.02, 3.90, -2.51)
H (0.87, -1.82, 4.11)
H (-2.86, -0.43, 0.84)
H (-0.84, -1.16, 3.96)
H (1.08, 1.15, 0.09)
Si (0.02, -1.28, 1.72)


Density functional theory data (the ωB97M-V functional and the def2-TZVPD basis) for one molecule with the formula C3H4ClFO in a non-equilibrium geometry.

Values from the calculation:
LUMO energy, Ha: 0.003
Largest force on an atom, eV Å⁻¹: 5.0
Orbital gap, eV: 10.772
Relative energy (zero: lowest compared OMol25 entry of this formula, charge and spin), kJ/mol: 24.0
SMILES: C[C@@](F)(Cl)C=O

CARTESIAN COORDINATES (ANGSTROEM)
H (-0.65, 1.48, 0.79)
F (0.86, 1.04, -1.23)
O (-1.51, -1.22, -0.18)
H (-0.71, -0.95, -1.95)
C (0.03, 0.66, 1.00)
C (-0.62, -0.77, -0.93)
Cl (1.80, -1.13, -0.10)
C (0.48, 0.06, -0.34)
H (-0.55, -0.09, 1.35)
H (0.88, 0.93, 1.58)


Density functional theory data (the ωB97M-V functional and the def2-TZVPD basis) for a 2-piece molecular cluster, CH3BrClN3 overall in a non-equilibrium geometry.

Values from the calculation:
LUMO energy (spin up / spin down), Ha: -0.025 / -0.023
Largest force on an atom, eV Å⁻¹: 3.9
Orbital gap (spin up / spin down), eV: 6.488 / 6.581
Relative energy (zero: lowest compared OMol25 entry of this formula, charge and spin), kJ/mol: 208.9

CARTESIAN COORDINATES (ANGSTROEM)
H (0.19, 1.40, -1.08)
Br (-2.17, 1.15, 0.56)
N (1.00, 0.84, -0.75)
C (0.80, -0.05, 0.16)
H (1.93, 0.83, -1.12)
H (0.72, -1.53, 1.62)
N (-1.71, -0.14, -0.56)
N (1.16, -0.71, 1.12)
Cl (-1.92, -1.79, 0.04)


Question: Among the records above, which one has the lowest relative energy (zero: lowest compared OMol25 entry of this formula, charge and spin)?
Answer: C8H22N2OSi


What did the second record say?
Density functional theory data (the ωB97M-V functional and the def2-TZVPD basis) for a 2-piece molecular cluster, C4H14N2 overall in a non-equilibrium geometry.

Values from the calculation:
LUMO energy, Ha: 0.036
Largest force on an atom, eV Å⁻¹: 4.9
Orbital gap, eV: 9.892
Relative energy (zero: lowest compared OMol25 entry of this formula, charge and spin), kJ/mol: 191.3
SMILES: CCN.CNC

CARTESIAN COORDINATES (ANGSTROEM)
C (1.05, 1.16, -3.28)
N (0.63, 1.15, -5.73)
H (-0.11, -0.31, -4.17)
H (-0.87, 1.39, -4.45)
H (-0.30, 0.83, 5.54)
N (0.11, -0.83, 4.22)
H (0.43, -0.59, 3.35)
H (1.11, 2.21, -3.12)
C (0.10, 0.79, -4.41)
C (-0.58, -2.21, 4.05)
H (0.76, 0.66, -2.38)
H (-1.53, -2.23, 4.68)
H (2.15, 0.96, -3.52)
H (-1.74, -0.19, 5.32)
C (-0.86, 0.15, 4.71)
H (1.59, 0.91, -5.79)
H (0.16, -2.90, 4.52)
H (-0.75, -2.41, 3.00)
H (-1.36, 0.84, 3.86)
H (0.02, 0.61, -6.41)


Question: Which value of largest force on an atom does entry 5 give?
Answer: 5.0 eV Å⁻¹


Question: Among the records above, which one has the lowest relative energy (zero: lowest compared OMol25 entry of this formula, charge and spin)?
Answer: C8H22N2OSi